(1)
This record from the OMol25 dataset describes a 13-piece molecular cluster, C33H70Br3N27O14S overall. The level of theory is ωB97M-V with the def2-TZVPD basis set.

Last column: Mulliken charge in e.
CARTESIAN COORDINATES (ANGSTROEM)
C1 -8.7982 1.1502 -2.9222  -0.798
C2 -7.2026 0.8561 -3.1546  -0.482
C3 -6.8058 -0.7256 -3.3375  0.464
C4 -8.0653 -1.7187 -3.6879  -1.156
C5 -5.9159 -1.2192 -2.0168  -0.186
N1 -4.4392 -1.3934 -2.2323  -0.498
C6 -3.7021 -1.7921 -0.9858  0.066
C7 -2.0503 -1.9656 -1.1141  -0.590
C8 -1.0714 -2.3581 0.1762  0.598
C9 0.5782 -2.4879 0.0356  -0.165
Br1 1.5140 -1.0492 1.1317  -0.215
C10 1.1073 -2.2344 -1.5262  -0.362
C11 0.9764 -0.6735 -2.0155  -0.612
C12 -1.8561 -2.5904 1.6344  0.375
C13 -0.9480 -2.9707 2.9788  -0.396
C14 -0.1278 -4.4103 2.7520  0.460
O1 -0.7381 -5.4740 2.2189  -0.565
O2 1.2788 -4.5233 3.1937  -0.451
C15 -3.5064 -2.4402 1.7337  -0.021
C16 -4.2706 -2.6961 3.1987  -0.716
Br2 -4.8799 -4.5532 3.6312  -0.074
C17 -4.4564 -1.4882 4.0902  0.510
C18 -5.1780 -1.7715 5.5418  -1.006
Br3 -3.8903 0.3797 3.6262  -0.109
C19 -4.4669 -2.0149 0.4323  0.350
N2 -5.9370 -1.8805 0.7137  -0.351
C20 -6.6068 -1.4531 -0.5625  0.221
N3 -8.1285 -1.2094 -0.4796  -0.235
C21 -8.3385 -0.3988 0.6203  0.234
S1 -8.5177 1.0098 1.6078  -0.127
H1 -9.4919 0.8945 -3.8292  0.238
H2 -8.8987 2.3256 -2.7466  0.316
H3 -9.2657 0.6468 -1.9728  0.133
H4 -6.8824 1.4143 -4.1595  0.265
H5 -6.5188 1.3073 -2.3101  0.302
H6 -6.0784 -0.7746 -4.2829  0.322
H7 -8.9729 -1.6458 -2.9501  0.217
H8 -7.6523 -2.8378 -3.6461  0.359
H9 -8.3693 -1.5553 -4.8293  0.305
H10 -1.5702 -1.7988 -2.1878  0.102
H11 0.9500 -3.5682 0.3169  0.481
H12 2.2751 -2.4808 -1.5206  0.029
H13 0.5216 -3.0067 -2.1865  0.389
H14 1.9429 -0.0272 -1.8636  0.212
H15 0.1083 -0.1907 -1.3604  0.160
H16 0.5872 -0.6622 -3.1414  0.262
H17 -0.2334 -2.0857 3.2618  0.307
H18 -1.6226 -3.1644 3.9393  0.296
H19 1.5605 -3.6015 3.4773  0.373
H20 -4.7218 -2.7559 6.0218  0.311
H21 -6.3507 -1.8966 5.4357  0.255
H22 -5.0053 -0.9204 6.3408  0.300
C22 5.1395 -0.6445 -1.1259  0.492
O3 5.1106 0.4704 -1.6219  -0.720
N4 4.8130 -1.7570 -1.8092  -0.014
N5 5.5005 -0.8668 0.1513  -0.251
H23 4.8336 -2.6800 -1.4097  0.094
H24 4.5345 -1.6416 -2.7740  0.099
H25 5.7551 -0.0615 0.7064  0.177
H26 5.5276 -1.7815 0.5694  0.120
C23 6.2801 -5.4184 -2.5255  0.688
O4 5.8232 -4.7798 -1.5910  -0.689
N6 7.4716 -5.1416 -3.0865  -0.377
N7 5.6357 -6.4599 -3.0832  -0.408
H27 7.8569 -5.6616 -3.8566  0.152
H28 7.9946 -4.3668 -2.7019  0.222
H29 4.7354 -6.7072 -2.6961  0.230
H30 6.0036 -6.9925 -3.8533  0.154
C24 4.6356 -0.2959 -6.1238  0.793
O5 4.9740 -1.4664 -6.1978  -0.711
N8 3.7342 0.2582 -6.9553  -0.326
N9 5.1320 0.5514 -5.2035  -0.341
H31 3.4488 1.2213 -6.9026  0.139
H32 3.3321 -0.3388 -7.6650  0.221
H33 5.8135 0.1818 -4.5551  0.152
H34 4.8598 1.5173 -5.1343  0.144
C25 9.7078 -1.9800 -0.5382  0.630
O6 9.5419 -1.9165 0.6694  -0.665
N10 10.8900 -2.2968 -1.0977  -0.399
N11 8.7241 -1.7393 -1.4245  -0.297
H35 11.0369 -2.3517 -2.0914  0.163
H36 11.6611 -2.4866 -0.4724  0.233
H37 7.8161 -1.4970 -1.0525  0.170
H38 8.8505 -1.7890 -2.4213  0.189
C26 -0.8779 2.7593 -1.4767  0.593
O7 -0.4746 1.6645 -1.8354  -0.646
N12 -0.6116 3.8930 -2.1510  -0.438
N13 -1.6272 2.9362 -0.3729  -0.203
H39 -0.9391 4.7998 -1.8638  0.146
H40 -0.0513 3.8119 -2.9884  0.222
H41 -1.8543 2.1134 0.1683  0.120
H42 -1.9643 3.8340 -0.0689  0.138
C27 -1.8717 4.3279 3.3822  0.689
O8 -1.2518 3.9030 2.4205  -0.655
N14 -1.4016 5.3030 4.1818  -0.258
N15 -3.0841 3.8616 3.7341  -0.244
H43 -1.9046 5.6600 4.9765  -0.035
H44 -0.4934 5.6862 3.9582  0.245
H45 -3.4803 3.1275 3.1635  0.071
H46 -3.6030 4.2051 4.5246  0.096
C28 -1.2598 7.4637 7.1989  0.716
O9 -0.6399 7.0388 6.2371  -0.615
N16 -0.7897 8.4388 7.9985  -0.430
N17 -2.4722 6.9974 7.5508  -0.311
H47 -1.2927 8.7958 8.7932  0.154
H48 0.1185 8.8220 7.7749  0.228
H49 -2.8684 6.2633 6.9802  0.127
H50 -2.9911 7.3409 8.3413  0.171
C29 1.7611 3.5834 6.4458  0.632
O10 0.9981 3.7217 7.3885  -0.704
N18 3.0010 3.0771 6.5775  -0.326
N19 1.4346 3.9240 5.1854  -0.225
H51 3.6372 2.9590 5.8073  0.086
H52 3.2932 2.8060 7.5064  0.210
H53 0.5125 4.3094 5.0351  0.207
H54 2.0561 3.8139 4.4020  0.166
C30 -12.0791 -2.7448 -3.9055  0.692
O11 -11.7111 -1.5816 -3.9419  -0.630
N20 -12.1794 -3.4440 -2.7600  -0.392
N21 -12.4193 -3.4384 -5.0075  -0.411
H55 -12.4816 -4.4027 -2.7194  0.156
H56 -11.9344 -2.9658 -1.9038  0.222
H57 -12.3603 -2.9560 -5.8937  0.219
H58 -12.7237 -4.3970 -4.9881  0.156
C31 4.2097 -1.2902 4.4930  0.707
O12 4.1809 -0.1753 3.9970  -0.626
N22 3.8833 -2.4027 3.8098  -0.314
N23 4.5708 -1.5125 5.7703  -0.407
H59 3.9038 -3.3257 4.2093  0.191
H60 3.6048 -2.2873 2.8449  0.046
H61 4.8253 -0.7072 6.3254  0.219
H62 4.5978 -2.4272 6.1883  0.153
C32 2.9864 -0.2959 -10.8102  0.607
O13 2.8205 -0.2324 -9.6026  -0.653
N24 4.1686 -0.6126 -11.3698  -0.376
N25 2.0026 -0.0552 -11.6965  -0.414
H63 4.3155 -0.6676 -12.3635  0.170
H64 4.9397 -0.8025 -10.7445  0.224
H65 1.0947 0.1871 -11.3245  0.219
H66 2.1291 -0.1049 -12.6933  0.160
C33 6.9089 5.3417 5.2913  0.604
O14 7.9827 5.9080 5.4183  -0.653
N26 5.8370 5.6284 6.0528  -0.328
N27 6.6952 4.3769 4.3777  -0.307
H67 4.9480 5.1676 5.9560  0.160
H68 5.9478 6.3473 6.7546  0.189
H69 7.4712 4.1256 3.7809  0.195
H70 5.8143 3.9043 4.2651  0.139

Results
**Multiplicity**: 1
**E**: -325210.019 eV

***

(2)
This record from the OMol25 dataset describes a 7-piece molecular cluster, C33H70FN2O13 overall. The level of theory is ωB97M-V with the def2-TZVPD basis set.

Last column: Mulliken charge in e.
CARTESIAN COORDINATES (ANGSTROEM)
C1 7.4653 -2.0758 1.0591  -1.187
C2 7.4320 -0.7794 0.2744  -0.187
O1 6.9513 0.2925 1.0716  -0.390
C3 6.0034 1.1395 0.4699  -0.573
C4 4.6388 0.7813 1.0199  -0.081
O2 3.6630 1.6631 0.4533  -0.231
C5 2.5647 1.8894 1.3085  -1.507
C6 1.4137 2.3685 0.4858  0.989
C7 0.8774 3.6204 0.6759  -1.003
C8 -0.2137 4.0248 -0.0694  0.796
C9 -0.7781 5.3980 0.2286  -0.110
O3 -0.0250 6.3006 0.4537  -0.538
O4 -2.1080 5.5310 0.2054  -0.395
C10 -2.8005 4.5414 1.0034  0.275
C11 -2.9152 4.9252 2.4687  -0.961
C12 -3.1063 3.6345 3.2627  -0.945
C13 -1.7565 2.9958 3.5897  0.454
C14 -1.7648 1.4732 3.7066  -1.459
C15 -2.1673 0.7942 2.4027  0.676
C16 -1.7354 -0.6665 2.3174  -0.870
C17 -2.3881 -1.3730 1.1315  -0.444
C18 -1.8143 -2.7539 0.8560  -0.681
C19 -2.2728 -3.3135 -0.5168  -0.755
C20 -3.1028 -4.6065 -0.4073  -0.664
C21 -2.1723 -5.8183 -0.3228  -0.583
O5 -1.8066 -6.0236 1.0442  -0.349
C22 -0.4179 -5.9722 1.2828  -0.691
C23 -0.7351 3.1978 -1.0620  0.800
C24 -1.8765 3.5726 -1.9874  0.078
C25 -1.7514 3.0069 -3.4024  -1.377
F1 -3.0674 3.1393 -1.4292  -0.416
C26 -0.1542 1.9631 -1.2049  -1.182
N1 0.8737 1.5602 -0.4467  0.932
C27 1.3826 0.1872 -0.6954  -0.501
O6 0.2989 -0.6954 -0.5363  -0.054
N2 -0.0218 -1.3426 -1.8169  -0.029
O7 -1.1295 -1.6362 -1.8517  -0.186
H1 8.3240 -2.1306 1.7208  0.297
H2 7.5699 -2.8927 0.3438  0.362
H3 6.5343 -2.2404 1.5960  0.308
H4 6.8137 -0.9200 -0.6159  0.277
H5 8.4431 -0.5549 -0.0714  0.347
H6 6.0128 1.0802 -0.6200  0.236
H7 6.2394 2.1667 0.7477  0.326
H8 4.3922 -0.2519 0.7578  0.150
H9 4.6683 0.9102 2.1019  0.271
H10 2.7998 2.6721 2.0303  0.306
H11 2.3126 0.9987 1.8932  0.555
H12 1.3056 4.2695 1.4240  0.716
H13 -3.7918 4.4392 0.5754  0.511
H14 -2.3292 3.5602 0.9137  -0.362
H15 -2.0499 5.4855 2.8218  0.389
H16 -3.7942 5.5562 2.5838  0.407
H17 -3.6093 3.8845 4.1961  0.558
H18 -3.7829 2.9694 2.7264  0.287
H19 -1.0118 3.2548 2.8307  -0.395
H20 -1.4235 3.4035 4.5470  0.589
H21 -2.4191 1.1678 4.5238  0.372
H22 -0.7562 1.1529 3.9783  0.410
H23 -3.2561 0.7986 2.3265  0.369
H24 -1.7630 1.3263 1.5343  -0.659
H25 -2.0065 -1.1762 3.2444  0.424
H26 -0.6471 -0.7288 2.2288  0.241
H27 -2.2088 -0.7500 0.2507  0.045
H28 -3.4597 -1.4308 1.3265  0.531
H29 -0.7248 -2.6855 0.8563  0.061
H30 -2.1062 -3.4660 1.6259  0.826
H31 -1.3938 -3.5315 -1.1219  0.297
H32 -2.8600 -2.5447 -1.0189  0.455
H33 -3.7277 -4.5866 0.4835  0.277
H34 -3.7312 -4.7087 -1.2900  0.294
H35 -2.6424 -6.7068 -0.7396  0.351
H36 -1.2651 -5.6317 -0.9019  0.416
H37 0.0828 -6.8370 0.8410  0.336
H38 -0.2768 -6.0018 2.3603  0.244
H39 0.0180 -5.0431 0.9066  0.207
H40 -1.9092 4.6563 -2.0701  0.555
H41 -0.7332 2.7138 -3.6489  0.101
H42 -2.0686 3.7468 -4.1299  0.443
H43 -2.4033 2.1424 -3.5092  0.403
H44 -0.5321 1.2839 -1.9502  0.767
H45 2.1383 -0.0623 0.0313  0.391
H46 1.7409 0.1454 -1.7231  -0.078
C28 2.5802 0.4345 -4.5263  -0.779
O8 1.7860 1.3627 -3.7771  -0.242
H47 2.0187 -0.4937 -4.5977  0.301
H48 2.7702 0.8152 -5.5307  0.315
H49 3.5275 0.2518 -4.0166  0.232
H50 2.2968 2.1812 -3.7225  0.271
C29 -5.5971 -8.3432 -0.9333  -0.526
O9 -4.9208 -7.1855 -1.4279  -0.421
H51 -4.8370 -9.0533 -0.6159  0.235
H52 -6.2301 -8.0980 -0.0795  0.164
H53 -6.2083 -8.8057 -1.7122  0.308
H54 -5.5949 -6.5604 -1.7071  0.250
C30 2.5895 3.1164 4.8775  -0.602
O10 1.4647 3.4159 4.0454  -0.274
H55 3.3174 2.5811 4.2715  0.145
H56 3.0529 4.0281 5.2581  0.298
H57 2.2994 2.4829 5.7175  0.289
H58 0.8245 3.8804 4.5926  0.241
C31 5.6334 2.7613 -4.2562  -0.620
O11 4.2619 3.0116 -3.9332  -0.452
H59 6.1307 2.4629 -3.3376  0.136
H60 5.7250 1.9580 -4.9902  0.319
H61 6.1127 3.6606 -4.6443  0.306
H62 3.8319 3.2898 -4.7493  0.258
C32 0.4191 4.0170 -6.6580  -0.480
O12 0.5207 2.6009 -6.5648  -0.498
H63 0.4726 4.2772 -7.7113  0.283
H64 -0.5322 4.3779 -6.2573  0.199
H65 1.2394 4.5159 -6.1320  0.214
H66 0.4796 2.3551 -5.6345  0.256
C33 -5.5754 -7.5595 2.8440  -0.516
O13 -6.8451 -7.7159 2.2160  -0.511
H67 -4.8382 -8.0442 2.2090  0.191
H68 -5.3078 -6.5047 2.9465  0.242
H69 -5.5587 -8.0320 3.8290  0.322
H70 -7.5049 -7.2886 2.7682  0.285

Results
**Net charge**: +1
**Multiplicity**: 1
**E**: -67658.540 eV

***

(3)
This record from the OMol25 dataset describes a 10-piece molecular cluster, C33H70NO12 overall. The level of theory is ωB97M-V with the def2-TZVPD basis set.

Last column: Mulliken charge in e.
CARTESIAN COORDINATES (ANGSTROEM)
C1 4.4062 -5.6539 -0.2387  -1.211
C2 3.8819 -5.0908 -1.5260  -0.164
O1 2.5601 -4.5824 -1.2968  -0.437
C3 2.1264 -3.6646 -2.2105  -0.605
N1 2.5768 -2.2752 -1.8368  0.732
C4 3.2122 -2.1022 -0.6675  -0.542
C5 3.6653 -0.8741 -0.2316  0.467
C6 4.3021 -0.8188 1.1268  -0.978
C7 3.3567 -1.2986 2.2281  -0.749
C8 2.0520 -0.5355 2.2607  0.038
C9 1.0514 -1.1805 3.1905  -0.717
O2 0.0230 -0.2597 3.5182  -0.533
C10 3.4472 0.2272 -1.0657  0.803
C11 3.9121 1.6125 -0.7607  -2.212
C12 5.3208 1.9321 -1.2943  0.954
C13 6.4390 1.3289 -0.4576  -1.353
C14 5.4668 1.5090 -2.7444  -1.577
C15 2.7593 0.0117 -2.2578  -0.067
C16 2.3142 -1.2264 -2.6570  -0.428
C17 1.6009 -1.4803 -3.9405  -1.500
C18 0.1360 -1.9373 -3.8559  0.120
O3 -0.1890 -2.8298 -4.5985  -0.587
C19 -0.8331 -1.3166 -2.9278  0.775
C20 -1.9600 -2.0749 -2.6157  -0.604
C21 -2.9722 -1.5307 -1.8432  -0.829
C22 -2.8726 -0.2263 -1.3826  -0.220
C23 -1.7380 0.5352 -1.6716  -1.326
C24 -0.7206 -0.0128 -2.4366  0.107
H1 4.6020 -4.8650 0.4804  0.242
H2 3.6954 -6.3463 0.1955  0.311
H3 5.3407 -6.1710 -0.4203  0.415
H4 4.5327 -4.2897 -1.8835  0.270
H5 3.8398 -5.8502 -2.3030  0.446
H6 2.4964 -3.8684 -3.2121  0.576
H7 1.0440 -3.6604 -2.2216  0.170
H8 3.3364 -2.9911 -0.0788  0.704
H9 4.5967 0.1961 1.3563  0.229
H10 5.1873 -1.4469 1.1141  0.371
H11 3.1878 -2.3705 2.1411  0.323
H12 3.8609 -1.1470 3.1784  0.584
H13 2.2266 0.4879 2.5849  0.283
H14 1.5927 -0.4818 1.2740  0.000
H15 0.6223 -2.0363 2.6733  0.367
H16 1.5346 -1.5235 4.1021  0.245
H17 -0.8168 -0.6006 3.2114  0.331
H18 3.2172 2.2920 -1.2475  0.226
H19 3.8443 1.7994 0.3055  0.616
H20 5.4179 3.0139 -1.2464  0.461
H21 6.5042 0.2565 -0.6311  0.205
H22 7.3852 1.7663 -0.7587  0.361
H23 6.3019 1.5158 0.6024  0.355
H24 4.6950 1.9191 -3.3877  0.268
H25 6.4220 1.8612 -3.1209  0.594
H26 5.4733 0.4304 -2.8500  0.267
H27 2.5925 0.8472 -2.9152  0.762
H28 1.6642 -0.5828 -4.5461  0.586
H29 2.0903 -2.2797 -4.4838  0.450
H30 -2.0656 -3.0687 -3.0165  0.498
H31 -3.8599 -2.1029 -1.6305  0.458
H32 -3.6998 0.2256 -0.8484  0.643
H33 -1.6752 1.5559 -1.3335  0.579
H34 0.1168 0.6113 -2.7032  0.505
C25 5.4594 -0.7278 -6.6271  -0.654
O4 5.2608 -0.5706 -5.2196  -0.371
H35 5.3332 0.2550 -7.0718  0.244
H36 6.4648 -1.0881 -6.8522  0.277
H37 4.7272 -1.4086 -7.0672  0.264
H38 5.3776 -1.4317 -4.8100  0.229
C26 -5.2554 0.2461 1.7319  -0.155
O5 -5.3052 1.0268 0.5435  -0.458
H39 -4.9038 -0.7481 1.4520  0.251
H40 -4.5698 0.6852 2.4613  0.325
H41 -6.2374 0.1629 2.1907  -0.161
H42 -5.6269 1.9041 0.7817  0.215
C27 -8.8292 1.2812 4.5107  -0.642
O6 -7.6314 0.5427 4.2305  -0.451
H43 -9.1714 1.6803 3.5617  0.155
H44 -9.6059 0.6390 4.9289  0.342
H45 -8.6420 2.1059 5.1976  0.379
H46 -7.3103 0.1738 5.0573  0.245
C28 -11.7844 3.2661 3.6931  -0.445
O7 -11.3665 3.1351 5.0502  -0.476
H47 -11.1518 2.6189 3.0927  0.135
H48 -12.8221 2.9517 3.5585  0.272
H49 -11.6748 4.2926 3.3339  0.260
H50 -11.9332 3.7054 5.5760  0.284
C29 10.7814 2.3851 -1.8504  -0.554
O8 9.4659 2.6239 -1.3503  -0.472
H51 11.0492 1.3733 -1.5595  0.228
H52 10.8189 2.4593 -2.9395  0.261
H53 11.5071 3.0770 -1.4187  0.242
H54 9.2173 3.5200 -1.5927  0.268
C30 -7.7194 3.2762 -1.2558  -0.485
O9 -7.1205 3.8772 -0.1042  -0.509
H55 -6.9417 2.7180 -1.7692  0.178
H56 -8.5148 2.5855 -0.9687  0.239
H57 -8.1211 4.0356 -1.9302  0.307
H58 -7.8085 4.3659 0.3544  0.288
C31 -0.1718 4.6658 -1.5518  -0.470
O10 -1.2441 3.7881 -1.2248  -0.422
H59 0.7474 4.1609 -1.2631  0.044
H60 -0.1340 4.8816 -2.6225  0.283
H61 -0.2352 5.6066 -1.0010  0.288
H62 -2.0681 4.2243 -1.4600  0.275
C32 3.0896 -1.4114 7.3004  -0.568
O11 2.0360 -2.0990 6.6321  -0.497
H63 3.9041 -2.1209 7.4182  0.222
H64 3.4496 -0.5564 6.7212  0.247
H65 2.7837 -1.0650 8.2900  0.295
H66 1.3024 -1.4863 6.5287  0.289
C33 -9.8626 -1.7078 2.1677  -0.625
O12 -8.9345 -0.7386 1.7014  -0.447
H67 -10.5202 -1.9478 1.3359  0.241
H68 -9.3652 -2.6259 2.4931  0.260
H69 -10.4713 -1.3256 2.9928  0.243
H70 -8.3494 -0.5186 2.4350  0.228

Results
**Energy relative to the best compared isomer or geometry (same formula, charge and spin)**: 0.000 eV
**Net charge**: +1
**Multiplicity**: 1
**E**: -61407.151 eV

***

Largest force on an atom (eV Å⁻¹)
8.82; 1.37; 0.45